# 1
2 unconnected molecules or ions with the total composition C4H12O2 at a distorted geometry, computed with wB97M-V/def2-TZVPD.

```
! RIJCOSX wB97M-V def2-TZVPD def2/J DEFGRID3
* xyz 0 1
O -1.91070 -2.37312 -3.29874
O 2.17376 2.80094 0.88023
C -2.25815 -2.49807 -1.85254
C -1.15131 -2.09623 -0.80628
C 1.74237 1.81600 1.82486
C 1.32337 2.43085 3.11526
H -3.14632 -1.65780 -1.93608
H 1.10179 1.50578 3.81395
H -0.54546 -1.32763 -1.25158
H 0.44553 3.20639 3.20315
H -0.49018 -2.91277 -0.60963
H 2.22157 2.96081 3.46495
H -2.93216 -3.43925 -1.48467
H 2.90893 2.28597 0.47517
H 0.78890 1.35889 1.38569
H -1.02602 -2.72956 -3.53275
H 2.46635 1.10364 2.09019
H -1.83505 -1.69231 0.04180
*
```

Properties
structure (SMILES)	CCO.CCO
Kohn-Sham gap	10.917	eV
max |F|	4.54	eV/Å
E_HOMO	-10.2	eV
calculated total energy	-8435.127	eV

***

# 2
2 unconnected molecules or ions with the total composition C11H15NOS2 at a distorted geometry, computed with wB97M-V/def2-TZVPD.

```
! RIJCOSX wB97M-V def2-TZVPD def2/J DEFGRID3
* xyz 0 1
S 1.62113 0.25668 -1.19114
S 2.57672 4.36993 -1.82957
O 2.25451 0.03777 0.27413
N -0.73146 2.26657 -2.28424
C -0.06384 -1.20669 2.56532
C 1.72988 1.98709 -1.59807
C 2.85603 2.75130 -1.56851
C 0.91753 4.09703 -2.27278
C -2.62146 -0.47856 -0.11508
C -1.45214 -1.19721 0.56944
C 0.16594 -2.65052 2.49386
C 0.57573 2.74367 -2.05418
C -0.93027 -0.57672 1.75638
C -0.06229 -3.26413 1.12523
C -0.94740 -2.41260 0.24266
H -3.47433 -0.68190 0.56151
H -0.83236 1.23541 -2.09198
H 1.54371 0.02774 0.94827
H 0.29786 -0.75111 3.38983
H 3.83879 2.63062 -1.11388
H -2.14860 0.52264 -0.18669
H -0.63091 -4.36096 1.18564
H -1.17648 0.36518 2.08534
H -2.66898 -0.85780 -1.12762
H 0.81780 -3.58389 0.50676
H -1.31409 -2.87318 -0.70650
H 1.28370 -2.83376 2.77232
H -1.28459 2.58964 -3.01968
H 0.29152 4.84844 -2.66074
H -0.43167 -3.00071 3.34396
*
```

Properties
structure (SMILES)	CC1=CCCC=C1.Nc1cscc1SO
Kohn-Sham gap	8.561	eV
max |F|	4.00	eV/Å
E_HOMO	-7.9	eV
calculated total energy	-36855.138	eV

***

# 3
2 unconnected molecules or ions with the total composition C6H14N2O at a distorted geometry, computed with wB97M-V/def2-TZVPD.

```
! RIJCOSX wB97M-V def2-TZVPD def2/J DEFGRID3
* xyz 0 1
O -1.64466 -1.63160 0.44366
N -2.45480 -0.29946 -1.30030
N -0.59208 1.69618 -0.63574
C -0.73725 0.58507 0.23454
C -0.52543 0.85685 1.67040
C 1.11458 -1.20248 -0.83904
C 2.15453 0.49552 0.68782
C 1.02468 -0.47992 0.48544
C -1.54960 -0.43520 -0.24484
H -2.58500 -1.81912 0.58262
H 0.84491 -1.15035 1.31373
H 3.08148 0.07229 0.28676
H 1.06922 -0.50647 -1.68177
H 0.33821 -1.95461 -0.94812
H -2.54786 0.65708 -1.61524
H -0.19115 1.48689 -1.54124
H 1.97619 1.42336 0.13433
H 0.35000 1.37928 2.01238
H -1.04397 0.23725 2.38641
H -0.15722 2.49116 -0.19411
H -2.32489 -0.93793 -2.08023
H 2.08777 -1.70988 -0.89219
H 2.31236 0.74610 1.73476
*
```

Properties
Kohn-Sham gap (alpha / beta)	6.539 / 7.010	eV
max |F|	1.98	eV/Å
E_HOMO (alpha / beta)	-5.8 / -6.1	eV
calculated total energy	-11472.330	eV

***

# 4
A gas-phase ion, C2H2NOS2 (charge -1) at a distorted geometry, computed with wB97M-V/def2-TZVPD.

```
! RIJCOSX wB97M-V def2-TZVPD def2/J DEFGRID3
* xyz -1 3
S 1.50801 2.24123 -0.03704
S 1.94776 -2.24406 -0.03365
O 3.67176 0.67574 0.04036
N 0.23965 -0.18220 -0.01657
C 1.54034 -0.39487 0.10102
C 2.45458 0.77786 0.06441
H -0.40720 -0.95671 0.23470
H -0.19893 0.69890 -0.13822
*
```

Properties
Kohn-Sham gap (alpha / beta)	5.716 / 4.023	eV
max |F|	3.94	eV/Å
E_HOMO (alpha / beta)	-2.3 / -3.1	eV
calculated total energy	-27313.386	eV
<S²>	2.016

***

# 5
C6H5BrCl2FN in the gas phase at a distorted geometry, computed with wB97M-V/def2-TZVPD.

```
! RIJCOSX wB97M-V def2-TZVPD def2/J DEFGRID3
* xyz 0 1
Br 4.04296 0.38465 -0.89129
Cl -2.27462 2.08504 0.23838
Cl 2.91995 1.06279 1.96474
F 2.81654 -1.73241 1.12773
N 1.58227 1.30089 -0.31554
C 0.73344 -0.70655 1.46314
C -0.62192 2.21587 -0.37792
C 0.42378 1.29835 0.20418
C 1.87850 -0.91630 0.51327
C -0.01502 0.37538 1.32727
C 2.50684 0.43174 0.33128
H -0.89778 0.40496 1.81325
H 0.44823 -1.48692 2.27430
H 1.65563 -1.24481 -0.47661
H -0.26225 3.35541 -0.21887
H -0.64283 2.09355 -1.44628
*
```

Properties
structure (SMILES)	F[C@H]1C=CC(CCl)=N[C@]1(Cl)Br
Kohn-Sham gap	9.713	eV
max |F|	4.08	eV/Å
E_HOMO	-10.2	eV
calculated total energy	-105596.353	eV

***

# 6
A gas-phase ion, C6H11O2Si (charge -1) at a distorted geometry, computed with wB97M-V/def2-TZVPD.

```
! RIJCOSX wB97M-V def2-TZVPD def2/J DEFGRID3
* xyz -1 1
Si -0.38309 0.54289 -1.12827
O -2.35654 2.55548 -1.28712
O -1.80610 1.58211 -3.22789
C -0.10284 -1.73404 0.49884
C -1.19738 -0.92732 -0.17833
C 1.57215 0.15737 0.87867
C 0.60720 -0.94698 1.57673
C 0.77803 1.30973 0.10507
C -1.67804 1.78199 -1.99717
H -0.58929 -2.52174 1.01097
H 0.47063 -2.02546 -0.24011
H 1.60852 1.80308 -0.44820
H 0.29814 2.04282 0.75705
H 0.65397 0.26792 -2.29533
H 2.31547 -0.40970 0.34904
H 2.30292 0.63544 1.54663
H 1.23861 -1.43785 2.30183
H -1.52221 -1.61650 -0.87829
H -1.99621 -0.56931 0.43167
H -0.21394 -0.48991 2.22420
*
```

Properties
structure (SMILES)	O=C([O-])[SiH]1CCCCC1
Kohn-Sham gap	6.868	eV
max |F|	5.67	eV/Å
E_HOMO	-3.3	eV
calculated total energy	-18373.523	eV

***

# 7
C2H4N2OS in the gas phase at a distorted geometry, computed with wB97M-V/def2-TZVPD.

```
! RIJCOSX wB97M-V def2-TZVPD def2/J DEFGRID3
* xyz 0 1
S -2.17732 -0.98965 -0.00162
O 2.52539 -0.96740 0.00403
N 1.66567 0.20344 -0.01933
N -1.87182 0.82456 0.00398
C 0.42938 -0.05944 0.33841
C -0.56151 1.08387 0.05329
H -3.37374 -0.70205 -0.20255
H -0.19447 1.99725 -0.17619
H 0.16171 -1.01259 0.57337
H 3.39671 -0.37801 -0.57340
*
```

Properties
structure (SMILES)	O/N=C/C=N\S
Kohn-Sham gap	9.093	eV
max |F|	6.96	eV/Å
E_HOMO	-9.2	eV
calculated total energy	-17996.998	eV

***

# 8
A molecular structure, C3H4AgO3 at a distorted geometry, computed with wB97M-V/def2-TZVPD.

```
! RIJCOSX wB97M-V def2-TZVPD def2/J DEFGRID3
* xyz 0 2
Ag 1.96750 -0.82592 -1.04874
O 1.26906 0.54064 0.65659
O -0.48990 -0.90305 0.55050
O -0.72543 1.12997 -0.28801
C -2.29700 0.51524 -0.04282
C -1.86523 -0.92386 0.17194
C 0.00584 0.42875 0.60546
H -1.95076 -1.48743 -0.76842
H -2.85659 0.71575 -0.96048
H -2.74103 0.98495 0.84524
H -2.43744 -1.42871 0.96284
*
```

Properties
Kohn-Sham gap (alpha / beta)	5.680 / 9.477	eV
max |F|	5.74	eV/Å
E_HOMO (alpha / beta)	-5.9 / -10.2	eV
calculated total energy	-13313.729	eV
<S²>	0.756

***

# 9
A molecular structure, C41H36AlN2O5STe, computed with wB97M-V/def2-TZVPD.

```
! RIJCOSX wB97M-V def2-TZVPD def2/J DEFGRID3
* xyz 1 1
Te -2.27189 4.63186 0.60257
S 1.35902 2.05194 -2.58786
Al 1.04818 0.59157 -0.62911
O 1.72024 0.60287 -2.41536
O 0.41272 2.19355 -1.40388
O 3.67799 -2.61277 -0.72452
O 1.20216 -1.09988 -0.45790
O 2.45319 2.96261 -2.51944
N -0.39701 0.65766 0.72328
N 2.73388 1.28308 0.17686
C -2.35317 0.74871 4.79013
C 0.35690 -1.42504 1.74264
C 0.79136 1.38429 -5.13073
C 2.90951 2.57061 0.51292
C -3.68229 -0.85006 3.58674
C 3.69962 -6.49984 -2.30270
C -5.11418 2.89414 3.43179
C 1.81113 -3.79254 1.87704
C -0.52864 2.75319 -6.61825
C 3.76552 -5.24373 -1.72756
C -4.88338 2.97584 0.66454
C -0.81986 3.60751 -5.55161
C 1.87015 -3.02502 0.72689
C 2.68791 -4.74530 -0.99452
C 0.26477 1.63199 -6.38700
C 1.46194 -6.76757 -1.46061
C -2.71070 -0.92262 2.60228
C 1.04941 -3.40913 2.98200
C -5.92402 2.27277 1.25701
C 3.78720 0.44939 0.21778
C 2.81597 -3.39691 -0.38258
C -3.95586 3.63750 1.45918
C -1.04939 3.06105 -7.99125
C -0.98692 3.02885 1.25133
C -3.50234 -0.01960 4.68363
C 1.00706 -4.25359 4.22824
C 0.33153 -2.23420 2.89290
C 0.50970 2.26869 -4.10080
C -1.38608 0.69439 3.79778
C 1.52785 -5.51355 -0.87595
C -4.07719 3.60305 2.84394
C -0.49851 -0.24851 1.65661
C 4.12911 3.06702 0.91580
C 5.21654 2.20624 0.96592
C -1.56196 -0.14282 2.70093
C -0.29775 3.38068 -4.29335
C 5.03964 0.87832 0.60857
C -6.03682 2.22671 2.63868
C 1.15136 -1.82272 0.64540
C 2.54993 -7.26596 -2.16257
C -1.43509 1.70752 0.64056
H 0.66906 -5.12181 -0.34872
H 5.86253 0.17871 0.62003
H -0.47779 1.27908 3.88605
H 2.49968 -8.25143 -2.60714
H -5.20780 2.87521 4.51034
H -4.57749 -1.45203 3.50212
H -3.36566 4.13947 3.46036
H 1.61007 -5.15151 4.10704
H -2.20547 1.39082 5.64874
H -1.46221 4.46249 -5.72053
H 3.61427 -0.57762 -0.08897
H -4.79586 3.00775 -0.41418
H -6.64853 1.76119 0.63621
H 2.04197 3.20991 0.43651
H -1.00869 2.98209 2.33865
H 4.22900 4.11137 1.17269
H 0.01920 3.28714 0.92694
H -2.09895 3.35310 -7.95659
H 2.39542 -4.70421 1.92763
H 4.65036 -4.62856 -1.82672
H 6.18698 2.56958 1.27633
H -4.25491 0.02327 5.46002
H -0.26309 -1.92293 3.74158
H -0.51991 4.04395 -3.46595
H 0.55959 -7.35732 -1.36679
H 1.40682 0.51546 -4.93543
H -2.34880 1.37831 1.12890
H -1.64830 1.85594 -0.41597
H -0.49495 3.89835 -8.41955
H 0.47680 0.94578 -7.19646
H 1.38774 -3.69970 5.08756
H -2.83645 -1.58299 1.75212
H -6.84894 1.67802 3.09832
H 4.54386 -6.88266 -2.86064
H -0.94241 2.20861 -8.65895
H -0.01555 -4.55507 4.45810
*
```

Properties
Kohn-Sham gap	7.472	eV
max |F|	0.86	eV/Å
E_HOMO	-10.2	eV
calculated total energy	-81044.907	eV

***

# 10
A molecular structure, C4H5AgO3 at a distorted geometry, computed with wB97M-V/def2-TZVPD.

```
! RIJCOSX wB97M-V def2-TZVPD def2/J DEFGRID3
* xyz 1 2
Ag -2.73490 -1.21571 0.89549
O -0.33886 -0.70932 0.05716
O -0.59316 1.42126 -0.59860
O 1.33472 0.83009 0.21691
C 2.22411 -0.03120 0.60151
C 3.60577 0.47477 -0.43951
C -2.05841 1.33222 -0.56180
C 0.05500 0.39030 -0.23449
H -2.41104 2.27654 -0.13507
H -2.37657 1.00296 -1.55783
H 1.81191 -1.04521 0.72796
H 3.70198 1.55857 -0.59080
H 4.51858 0.00421 -0.05626
*
```

Properties
Kohn-Sham gap (alpha / beta)	5.068 / 4.284	eV
max |F|	8.28	eV/Å
E_HOMO (alpha / beta)	-11.4 / -11.3	eV
calculated total energy	-14355.432	eV
<S²>	0.754

***

# 11
7 unconnected molecules or ions with the total composition C18H53N3O10 at a distorted geometry, computed with wB97M-V/def2-TZVPD.

```
! RIJCOSX wB97M-V def2-TZVPD def2/J DEFGRID3
* xyz 0 1
O 1.57401 1.90738 -6.38245
O 0.00978 4.65183 -1.33225
O 1.94823 0.27535 0.28400
O -2.97740 -2.95717 3.64088
O 2.33540 0.61489 4.46238
O 2.31444 -5.38138 0.92912
O 0.30378 -3.22299 0.62131
O -2.35553 -2.33107 1.00762
O -0.86588 -4.16622 -1.80209
O -1.28561 0.29725 -2.15214
N 0.00581 2.15434 0.67192
N -1.04574 -0.63677 3.69455
N 1.23222 -0.07109 -3.95309
C 0.69189 0.82070 -6.18151
C -2.89262 -1.95009 4.62703
C 0.39630 -0.43460 3.55394
C -0.88078 3.55296 -1.21446
C -1.01753 3.05598 0.21892
C -0.17993 -0.56925 -1.93428
C 1.11534 0.03368 -2.50767
C 0.98179 0.33222 4.73435
C 0.29107 0.74754 -4.71098
C -2.50621 -0.38661 -1.92534
C 1.38220 2.58721 0.52805
C 2.98843 1.04777 5.64439
C -0.18563 5.35237 -2.54635
C 2.68578 -0.85882 0.68637
C 1.89008 2.07079 -7.73243
C -1.47422 -1.46295 4.80548
C -4.29043 -3.42474 3.43197
C 2.33562 1.45768 0.93084
H -0.23312 1.02307 -6.73857
H -3.21650 -2.34321 5.59989
H 4.02939 1.24077 5.37751
H -4.94986 -2.58369 3.17821
H 0.93051 -1.39216 3.44407
H -3.22715 -2.25381 0.60826
H -2.59904 -1.27721 -2.55811
H -4.30516 -4.10794 2.58218
H -1.41870 -0.97354 2.81666
H -3.54976 -1.10463 4.39501
H 2.34570 1.38844 2.02255
H 1.74560 -4.63404 0.68870
H -0.73714 0.38403 -4.66416
H -0.61767 -2.96109 0.78462
H 2.61569 1.31895 -8.06586
H 2.74115 -5.10294 1.74443
H 3.75497 -0.64238 0.60628
H 1.58015 3.48166 1.12248
H 1.60541 2.85963 -0.51365
H -1.54244 -3.80021 -2.38159
H 0.52350 6.18351 -2.53373
H -2.00221 2.58829 0.29199
H -0.83679 -5.10582 -2.01722
H -2.54810 -0.64981 -0.86437
H -0.07732 1.18827 0.39940
H 0.77271 -0.27396 5.62133
H 2.40403 -1.16890 1.69378
H 3.31100 1.79635 0.55570
H -0.77749 -2.24938 5.13699
H -1.51644 -0.85391 5.72212
H 2.46590 -1.71503 0.05162
H 1.93604 -0.51608 -2.04863
H 2.94142 0.31140 6.44898
H 1.35414 -1.00169 -4.31818
H 0.18997 4.73612 -3.37369
H -0.04549 -0.73730 -0.86013
H -1.21070 5.70672 -2.64474
H 2.58964 2.01488 5.97505
H -3.30209 0.30939 -2.18946
H 0.31107 -3.50520 -0.30482
H 1.14271 -0.11764 -6.52357
H -0.55885 2.75514 -1.89481
H 2.35659 3.03773 -7.92709
H -1.87033 3.80603 -1.62954
H 0.41022 1.26504 4.81007
H -2.49898 -2.80106 1.85872
H 1.01579 2.03854 -8.39349
H -4.68257 -3.95554 4.30423
H -0.31494 -1.54253 -2.42045
H 1.25237 1.07168 -2.20869
H -1.08404 3.92277 0.88664
H 0.49346 0.06699 2.58966
H 0.37911 1.76913 -4.34065
*
```

Properties
structure (SMILES)	COCCNCCOC.COCCNCCOC.COCCNCCOC.O.O.O.O
Kohn-Sham gap	8.027	eV
max |F|	1.77	eV/Å
E_HOMO	-7.9	eV
calculated total energy	-44466.973	eV

***

# 12
5 unconnected molecules or ions with the total composition C18H27F3O20S4 at a distorted geometry, computed with wB97M-V/def2-TZVPD.

```
! RIJCOSX wB97M-V def2-TZVPD def2/J DEFGRID3
* xyz 0 1
S 2.48339 2.52943 1.74575
S -3.42309 -7.00947 -0.57832
S -1.68120 0.17093 1.36717
S 0.56331 5.50153 4.36309
F 1.80511 -4.00029 0.10481
F 2.40279 -2.52376 -1.39620
F 1.20268 -4.22223 -1.99457
O -0.23758 2.02471 -6.84893
O -1.98205 1.09469 -5.70691
O 1.90892 3.26047 0.67558
O 2.19122 2.82899 3.09868
O -3.31047 -7.46693 -2.11067
O -2.65132 -7.90391 0.20734
O -4.77792 -6.72689 -0.27258
O -2.56772 -0.93426 1.33825
O -2.63611 -5.62209 -0.71730
O -2.51320 1.52416 1.50728
O 0.54493 6.89648 4.11263
O 4.07275 2.49045 1.53171
O 0.71957 4.54666 3.32907
O -0.73974 5.12684 5.23565
O 1.65422 5.19389 5.49640
O 2.20836 0.96503 1.50691
O -0.95941 0.21130 2.78650
O -0.69070 0.37723 0.37169
O -2.72976 -0.82869 -4.77224
O -0.69509 -2.54168 -1.83301
C -0.67618 1.51030 -5.87741
C 4.52967 1.13351 1.46313
C -0.34733 4.51055 6.46744
C -1.92650 -5.59554 -1.96510
C 1.39329 -3.33952 -0.99762
C -2.42709 2.02281 2.85300
C -0.76881 0.34254 -3.89545
C -1.08468 1.52909 3.34649
C -2.79602 -6.39255 -2.91063
C 0.01185 1.18693 -4.58450
C 1.01431 5.09628 6.77279
C -1.95995 0.07048 -4.77077
C 1.33747 1.70891 -4.14446
C 3.35614 0.36111 0.89823
C 2.42013 0.71424 -4.65446
C -1.38280 -1.29154 -2.00078
C 0.11126 -2.55443 -0.68504
C -0.43466 -0.20088 -2.53492
H -3.63900 -5.80064 -3.27271
H 2.23430 -0.26861 -4.21633
H 1.40165 1.73480 -3.05810
H -1.02500 1.48736 4.43030
H -0.26992 2.13452 2.95672
H -0.37434 0.61449 -1.81712
H 1.59903 4.47124 7.44182
H 0.44937 -1.55920 -0.38515
H 4.77610 0.80283 2.47411
H -2.49979 3.10687 2.85779
H 3.39644 -0.69896 1.13394
H -0.28812 3.43099 6.30965
H 3.42873 1.06320 -4.44508
H 3.27730 0.48935 -0.18401
H 2.26930 0.58254 -5.72786
H 0.55275 -0.66515 -2.61939
H -1.72520 -0.98712 -0.99755
H -2.24022 -6.78503 -3.75780
H -1.07733 4.72381 7.24387
H 0.93164 6.10116 7.19247
H -2.27298 -1.44628 -2.60097
H 1.53386 2.67175 -4.61475
H -0.40504 -2.99510 0.17381
H -3.25058 1.59947 3.43151
H -1.77115 -4.57240 -2.29505
H 5.41367 1.06656 0.83478
H -0.95746 -6.07732 -1.81664
*
```

Properties
structure (SMILES)	CCC1=C(CCOCC(F)(F)F)C(=O)OC1=O.O=S1(=O)OCCO1.O=S1(=O)OCCO1.O=S1(=O)OCCO1.O=S1(=O)OCCO1
Kohn-Sham gap	9.883	eV
max |F|	1.59	eV/Å
E_HOMO	-10.3	eV
calculated total energy	-111543.180	eV

***

Which value of calculated total energy does entry 6 give? -18373.523 eV